Formula: C12H10AgBF2Te
Source: OMol25
Level of theory: ωB97M-V/def2-TZVPD

## Properties
Kohn-Sham gap, eV: 8.2
E_LUMO, eV: -0.03
Energy above the lowest of the compared OMol25 structures with the same formula, charge and spin, eV: 0.337

ORCA input file:
```
! wB97M-V def2-TZVPD RIJCOSX def2/J DEFGRID3
* xyz 0 1
Te 1.07 -0.43 -1.02
Ag 0.46 -0.42 -3.75
F -1.16 0.45 -6.21
F 0.60 -0.77 -6.81
C -0.55 -2.41 0.67
C 0.10 -3.27 2.82
C -0.81 -3.20 1.78
C 1.56 -1.76 1.64
C 0.22 1.36 -0.29
C -1.16 1.52 -0.24
C 1.29 -2.55 2.75
C 0.51 3.57 0.60
C -0.86 3.73 0.65
C 1.06 2.38 0.13
C 0.63 -1.69 0.61
C -1.70 2.70 0.23
B -0.08 -0.22 -5.80
H 2.13 2.26 0.09
H -1.27 -2.36 -0.14
H -1.81 0.72 -0.58
H -1.28 4.66 1.02
H 2.01 -2.61 3.56
H -0.10 -3.89 3.68
H -2.77 2.83 0.26
H 2.48 -1.20 1.59
H -1.73 -3.77 1.83
H 1.17 4.37 0.92
*
```

Atom charges from the Mulliken analysis, given in e for atoms 1 to 5: atom 1 (Te): 0.60, atom 2 (Ag): -0.31, atom 3 (F): -0.23, atom 4 (F): -0.23, atom 5 (C): -0.28



Formula: C12H10AuClN3O5
Source: OMol25
Level of theory: ωB97M-V/def2-TZVPD

## Properties
Kohn-Sham gap, eV: 6.6
E_LUMO, eV: -6.88
Energy above the lowest of the compared OMol25 structures with the same formula, charge and spin, eV: 0.000

ORCA input file:
```
! wB97M-V def2-TZVPD RIJCOSX def2/J DEFGRID3
* xyz 1 1
Au 0.16 0.24 -0.30
Cl -0.76 3.05 -0.11
O -1.19 -0.47 3.53
O 0.00 2.42 0.95
O -2.12 3.03 0.23
O -0.58 2.13 -1.27
O -0.26 4.30 -0.43
N -2.01 0.07 0.12
N 2.28 -0.03 0.12
N 0.12 -0.50 1.67
C 1.32 -0.18 2.36
C -2.99 0.37 -0.71
C 4.61 0.08 -0.30
C -4.29 0.53 -0.24
C 2.50 -0.14 1.44
C -3.48 0.08 1.97
C 3.29 0.08 -0.73
C -4.53 0.38 1.12
C -1.05 -0.37 2.34
C 4.86 -0.03 1.06
C -2.21 -0.06 1.42
C 3.79 -0.14 1.94
H -3.59 -0.04 3.04
H 5.87 0.00 1.44
H 1.24 0.82 2.81
H 1.46 -0.88 3.20
H -5.08 0.78 -0.92
H -2.75 0.50 -1.76
H -5.53 0.47 1.52
H 3.95 -0.20 3.01
H 5.41 0.21 -1.01
H 3.03 0.20 -1.77
*
```

Atom charges from the Mulliken analysis, given in e for atoms 1 to 5: atom 1 (Au): 0.86, atom 2 (Cl): 1.86, atom 3 (O): -0.58, atom 4 (O): -0.60, atom 5 (O): -0.56